No. 1
Here is C6H10N2O2 in the gas phase from the OMol25 dataset. Energies are from wB97M-V/def2-TZVPD.

```
20
Properties=species:S:1:pos:R:3
O -2.52 0.35 1.17
O -1.95 1.89 -0.20
N 0.53 1.65 -1.03
N -1.82 0.76 0.30
C 2.95 0.76 0.75
C 0.51 0.59 -0.19
C -0.85 -1.43 -0.40
C -0.77 -0.11 -0.16
C 1.56 0.21 0.69
C -2.24 -2.05 -0.30
H -0.28 1.93 -1.61
H -2.17 -2.92 -1.04
H 1.33 2.21 -1.03
H -3.01 -1.35 -0.67
H -0.10 -2.15 -0.53
H 3.16 1.87 0.75
H 3.44 0.44 -0.08
H 3.42 0.35 1.61
H -2.41 -2.32 0.80
H 1.24 -0.66 1.15
```

HOMO-LUMO gap = 7.4 eV
structure (SMILES) = C/C=C(N)/C(=C/C)[N+](=O)[O-]
E_HOMO = -0.282 Eh
energy above the lowest of the compared OMol25 structures with the same formula, charge and spin = 539.7 kJ/mol
electronic energy = -494.43815 hartree
total charge = 0

No. 2
Here is C2HClF2S in the gas phase from the OMol25 dataset. Energies are from wB97M-V/def2-TZVPD.

```
7
Properties=species:S:1:pos:R:3
Cl 1.78 0.00 -0.22
S 1.34 0.82 -2.26
F -1.94 -0.11 0.93
F -0.09 -0.05 2.08
C -0.66 -0.18 0.91
C -0.01 -0.27 -0.25
H -0.42 -0.20 -1.20
```

HOMO-LUMO gap = 7.8 eV
E_HOMO = -0.323 Eh
energy above the lowest of the compared OMol25 structures with the same formula, charge and spin = 321.9 kJ/mol
electronic energy = -1134.77179 hartree
total charge = 0

No. 3
Here is 5 unconnected molecules or ions with the total composition C26H52F6O13 from the OMol25 dataset. Energies are from wB97M-V/def2-TZVPD.

```
97
Properties=species:S:1:pos:R:3
F 13.60 -6.45 -18.18
F 11.69 -13.49 -12.79
F 9.93 -12.22 -13.04
F 11.91 -11.42 -13.47
F 12.35 -7.48 -19.56
F 11.43 -6.51 -17.90
O 11.77 -9.34 -17.60
O 15.72 -15.65 -15.61
O 17.52 -9.62 -12.08
O 13.58 -8.50 -16.60
O 16.68 -15.62 -19.33
O 17.25 -17.77 -21.48
O 15.25 -11.56 -11.98
O 15.83 -19.25 -16.18
O 16.83 -13.25 -14.98
O 10.22 -13.86 -15.31
O 15.68 -12.19 -18.59
O 18.70 -9.15 -14.61
O 11.88 -12.44 -15.80
C 15.60 -10.64 -10.98
C 14.72 -19.58 -17.00
C 11.00 -13.02 -15.01
C 19.25 -8.67 -13.42
C 14.92 -11.17 -19.20
C 15.04 -14.80 -14.73
C 16.23 -9.41 -11.56
C 14.70 -12.76 -11.45
C 14.94 -9.46 -14.87
C 12.51 -7.18 -18.28
C 17.34 -11.94 -15.05
C 16.21 -17.89 -16.30
C 13.82 -9.67 -15.86
C 16.55 -14.37 -18.69
C 18.18 -8.41 -12.40
C 15.68 -13.35 -19.41
C 12.30 -14.06 -17.58
C 15.43 -13.35 -14.98
C 11.84 -12.66 -17.20
C 12.56 -8.47 -17.44
C 18.16 -16.96 -20.78
C 19.64 -9.33 -15.65
C 15.29 -16.98 -15.49
C 16.25 -18.34 -20.67
C 17.64 -15.58 -20.37
C 11.14 -12.52 -13.54
H 15.15 -17.32 -14.46
H 16.34 -8.71 -10.72
H 15.67 -19.01 -21.30
H 14.77 -8.62 -14.18
H 15.54 -17.59 -20.29
H 14.99 -10.24 -18.64
H 16.10 -13.06 -20.38
H 16.27 -17.52 -17.33
H 17.51 -13.89 -18.46
H 15.01 -19.45 -18.05
H 13.87 -11.44 -19.31
H 17.18 -15.13 -21.27
H 18.69 -7.94 -11.55
H 13.27 -14.30 -17.14
H 11.49 -14.77 -17.41
H 14.16 -10.52 -16.47
H 20.27 -8.43 -15.66
H 18.49 -17.48 -19.87
H 17.45 -7.70 -12.80
H 14.25 -17.05 -15.87
H 10.85 -12.49 -17.62
H 14.99 -10.35 -14.24
H 15.56 -13.36 -11.15
H 16.13 -14.62 -17.72
H 17.18 -17.82 -15.80
H 18.54 -15.03 -20.07
H 13.88 -18.91 -16.83
H 14.42 -20.61 -16.80
H 14.99 -13.02 -15.94
H 14.66 -13.72 -19.56
H 12.98 -10.10 -15.31
H 12.51 -11.96 -17.68
H 19.91 -9.44 -13.01
H 19.80 -7.73 -13.55
H 14.70 -10.29 -10.44
H 12.43 -14.13 -18.66
H 15.54 -8.92 -12.26
H 20.30 -10.18 -15.51
H 15.92 -9.35 -15.34
H 15.20 -15.05 -13.68
H 14.14 -13.27 -12.24
H 18.41 -12.10 -15.24
H 16.88 -11.43 -15.90
H 17.28 -11.35 -14.13
H 15.28 -10.98 -20.22
H 19.03 -16.81 -21.41
H 13.95 -14.86 -14.89
H 13.94 -12.59 -10.69
H 15.02 -12.79 -14.13
H 16.60 -18.91 -19.80
H 19.13 -9.33 -16.61
H 16.21 -11.09 -10.18
```

HOMO-LUMO gap = 10.1 eV
structure (SMILES) = CCOC(=O)C(F)(F)F.CCOC(=O)C(F)(F)F.COCCOCCOC.COCCOCCOC.COCCOCCOC
E_HOMO = -0.347 Eh
energy above the lowest of the compared OMol25 structures with the same formula, charge and spin = 0.0 kJ/mol
electronic energy = -2599.02625 hartree
total charge = 0

No. 4
Here is a molecular structure, C9H20Br2CuN from the OMol25 dataset. Energies are from wB97M-V/def2-TZVPD.

```
33
Properties=species:S:1:pos:R:3
Br -19.92 11.64 -14.05
Br -15.13 16.58 -14.89
Cu -18.49 14.75 -16.00
N -21.95 14.62 -22.02
C -21.88 13.56 -20.88
C -20.19 13.68 -23.68
C -23.25 13.41 -20.15
C -21.68 14.00 -23.38
C -23.84 14.80 -20.47
C -21.04 15.80 -21.86
C -19.97 12.67 -24.81
C -20.66 11.39 -24.54
C -23.39 15.14 -21.92
H -22.02 14.68 -24.17
H -21.00 16.25 -22.86
H -18.90 12.48 -24.92
H -21.04 13.95 -20.31
H -23.80 12.54 -20.50
H -22.39 13.18 -23.26
H -20.07 15.37 -21.60
H -24.07 14.54 -22.53
H -21.55 12.66 -21.41
H -20.25 13.16 -25.75
H -21.75 11.42 -24.42
H -23.09 13.26 -19.08
H -19.70 13.29 -22.78
H -19.74 14.60 -24.06
H -20.45 10.68 -25.33
H -23.54 15.67 -19.88
H -21.39 16.53 -21.14
H -23.47 16.19 -22.20
H -24.93 14.70 -20.47
H -20.36 10.95 -23.59
```

HOMO-LUMO gap = 4.7 eV
E_HOMO = -0.243 Eh
energy above the lowest of the compared OMol25 structures with the same formula, charge and spin = 545.4 kJ/mol
electronic energy = -7197.98728 hartree
total charge = 0

No. 5
Here is 2 unconnected molecules or ions with the total composition C6H16NO from the OMol25 dataset. Energies are from wB97M-V/def2-TZVPD.

```
24
Properties=species:S:1:pos:R:3
O 2.82 -0.54 0.77
N -1.71 -0.18 0.10
C 4.07 0.89 -0.81
C -1.61 0.46 1.44
C 2.98 0.62 0.18
C -2.60 0.61 -0.86
C -0.38 -0.21 -0.52
C -2.06 -1.59 0.29
H 3.72 1.00 -1.82
H -1.22 -2.13 0.81
H -3.60 0.80 -0.36
H 4.83 0.20 -1.01
H -2.29 1.60 -1.09
H 3.57 -1.27 0.70
H 4.61 1.70 -0.36
H -0.52 -0.75 -1.47
H -2.71 0.05 -1.77
H -1.98 1.55 1.49
H -2.33 -1.97 -0.76
H -0.58 0.57 1.79
H -2.35 -0.06 2.05
H 2.19 1.27 0.19
H -3.04 -1.73 0.86
H 0.17 -0.90 0.15
```

HOMO-LUMO gap (alpha / beta) = 7.5 / 3.5 eV
E_HOMO (alpha / beta) = -0.420 / -0.345 Eh
energy above the lowest of the compared OMol25 structures with the same formula, charge and spin = 678.9 kJ/mol
electronic energy = -367.72387 hartree
total charge = +1

No. 6
Here is C24H24N2O4S in the gas phase from the OMol25 dataset. Energies are from wB97M-V/def2-TZVPD.

```
55
Properties=species:S:1:pos:R:3
S 5.16 1.11 -0.46
O -1.18 1.28 1.97
O 5.49 -2.23 0.13
O -5.30 -1.28 -0.33
O -4.77 0.68 -1.27
N 1.02 -1.42 0.28
N -0.56 2.62 0.24
C 0.79 2.28 0.11
C -2.65 -1.74 0.35
C -1.31 -1.99 0.59
C 4.63 -1.54 -0.35
C 2.72 2.05 -1.31
C -6.67 -0.97 -0.48
C -2.03 -0.04 -1.23
C 1.86 -1.52 -2.09
C -1.46 2.11 1.13
C 2.07 -1.43 -0.62
C -0.70 -0.29 -0.99
C 3.24 -1.55 0.10
C 2.88 -1.61 1.47
C 1.52 -1.51 1.56
C -3.02 -0.75 -0.55
C 1.55 1.83 1.19
C 0.69 -1.39 2.79
C 2.87 1.49 1.01
C 1.40 2.41 -1.14
C -0.33 -1.24 -0.04
C -4.43 -0.36 -0.77
C -2.85 2.68 0.96
C 4.98 -0.47 -1.38
C 3.45 1.57 -0.24
H -0.12 -0.68 2.64
H 3.18 2.14 -2.29
H 0.83 2.80 -1.97
H -3.45 2.41 1.82
H -6.93 -0.09 0.11
H 0.27 -2.35 3.09
H -3.41 -2.31 0.86
H -2.81 3.76 0.86
H 5.95 -0.67 -1.82
H -0.93 3.19 -0.51
H 3.57 -1.69 2.29
H -7.23 -1.84 -0.14
H 1.32 -1.05 3.60
H -2.33 0.71 -1.95
H 2.65 -2.14 -2.53
H 3.46 1.15 1.85
H 4.22 -0.33 -2.15
H 0.06 0.28 -1.50
H 1.89 -0.55 -2.58
H -1.03 -2.77 1.28
H 0.90 -1.99 -2.31
H 1.09 1.75 2.17
H -6.90 -0.76 -1.53
H -3.32 2.26 0.07
```

HOMO-LUMO gap = 8.2 eV
structure (SMILES) = COC(=O)c1ccc(-n2c(C)cc(C(=O)CSc3ccc(NC(C)=O)cc3)c2C)cc1
E_HOMO = -0.296 Eh
energy above the lowest of the compared OMol25 structures with the same formula, charge and spin = 34.9 kJ/mol
electronic energy = -1737.67168 hartree
total charge = 0

The highest electronic energy belongs to which entry? C6H16NO

The highest energy above the lowest of the compared OMol25 structures with the same formula, charge and spin belongs to which entry? C6H16NO

What is the energy above the lowest of the compared OMol25 structures with the same formula, charge and spin in the fifth record? 678.9 kJ/mol